Record 1
DFT (the ωB97M-V functional and the def2-TZVPD basis) results for C33H34N6PdSe as an isolated structure at a distorted geometry.

```
75
C33H34N6PdSe the ωB97M-V functional and the def2-TZVPD basis
Pd 0.174 1.072 0.335
C -4.735 -3.169 -1.475
C -3.501 -3.026 -2.377
N -2.267 -2.815 -1.665
C -1.515 -3.978 -1.260
C -1.912 -4.497 0.125
C -1.916 -1.571 -1.160
C -2.658 -0.373 -1.667
N -0.990 -1.346 -0.329
H -5.640 -3.068 -2.072
H -4.736 -2.397 -0.710
H -4.752 -4.137 -0.980
H -3.660 -2.186 -3.054
H -3.394 -3.933 -2.984
H -0.453 -3.714 -1.261
H -1.656 -4.763 -2.013
H -1.948 -3.666 0.827
H -1.186 -5.224 0.479
H -2.894 -4.965 0.096
H -3.702 -0.379 -1.359
H -2.601 -0.304 -2.754
H -2.152 0.497 -1.235
H -0.461 -2.139 0.020
Se -2.003 3.676 1.804
N -1.602 4.989 0.569
C -1.161 4.372 -0.527
C -0.771 4.967 -1.731
C -0.265 4.148 -2.741
C -0.157 2.787 -2.568
N -0.549 2.164 -1.435
C -1.041 2.939 -0.463
N -1.519 2.330 0.647
H -0.856 6.040 -1.863
H 0.018 4.586 -3.696
H 0.215 2.140 -3.354
C 5.518 2.229 1.736
C 5.637 1.066 0.987
C 4.580 0.595 0.243
C 3.350 1.288 0.197
C 3.227 2.429 1.020
C 4.292 2.885 1.764
N 2.297 0.864 -0.549
C 2.503 0.313 -1.761
C 3.677 0.512 -2.532
C 3.827 -0.066 -3.770
C 2.830 -0.860 -4.314
C 1.644 -1.014 -3.603
C 1.475 -0.437 -2.370
H 6.368 2.604 2.295
H 6.574 0.517 0.988
H 4.679 -0.324 -0.322
H 2.260 2.931 1.048
H 4.182 3.773 2.375
H 4.461 1.151 -2.145
H 4.741 0.108 -4.330
H 2.954 -1.317 -5.289
H 0.842 -1.604 -4.036
H 0.543 -0.520 -1.824
C -3.129 -0.426 4.581
C -3.223 -0.270 3.191
C -2.097 -0.059 2.440
C -0.813 0.018 3.026
C 0.346 0.312 2.230
C 1.559 0.273 2.901
C 1.664 0.013 4.275
C 0.549 -0.194 5.043
C -0.720 -0.199 4.433
C -1.901 -0.404 5.180
H -4.030 -0.555 5.174
H -4.202 -0.300 2.722
H -2.159 0.080 1.365
H 2.486 0.443 2.365
H 2.653 -0.009 4.729
H 0.624 -0.367 6.112
H -1.819 -0.533 6.254
```

Computed properties:
2S+1: 1
Energy above the lowest of the compared OMol25 structures with the same formula, charge and spin: 15.8 kcal per mole
Total charge: -2
Kohn-Sham gap: 3.510 eV

---

Record 2
DFT (the ωB97M-V functional and the def2-TZVPD basis) results for a 2-piece molecular cluster, C4H9N overall at a distorted geometry.

```
14
C4H9N the ωB97M-V functional and the def2-TZVPD basis
C 2.360 0.698 -0.219
C 0.977 0.151 -0.246
N 0.767 -1.018 0.252
H 1.448 -1.583 0.759
H -0.280 -1.240 0.182
H 2.686 0.875 -1.246
H 2.345 1.671 0.273
H 3.098 0.058 0.282
C -1.858 -0.102 -0.533
C -2.640 0.141 0.516
H -2.225 0.468 1.465
H -3.710 -0.043 0.528
H -2.343 -0.407 -1.459
H -0.625 0.331 -0.554
```

Computed properties:
2S+1: 1
Energy above the lowest of the compared OMol25 structures with the same formula, charge and spin: 82.3 kcal per mole
Total charge: 0
Kohn-Sham gap: 8.857 eV

---

Record 3
DFT (the ωB97M-V functional and the def2-TZVPD basis) results for the molecule CH4N2S at a distorted geometry.

```
8
CH4N2S the ωB97M-V functional and the def2-TZVPD basis
N 0.351 -0.548 -1.454
C 0.170 -0.128 -0.120
N -0.116 -1.395 0.537
S -0.251 1.194 0.545
H 0.581 0.208 -2.082
H 0.227 -1.570 -1.477
H 0.895 -1.829 0.477
H -0.362 -1.547 1.500
```

Computed properties:
2S+1: 1
SMILES: NC(N)=S
Energy above the lowest of the compared OMol25 structures with the same formula, charge and spin: 29.5 kcal per mole
Total charge: 0
Kohn-Sham gap: 9.407 eV

---

Record 4
DFT (the ωB97M-V functional and the def2-TZVPD basis) results for a 14-piece molecular cluster, C30H15Cl52NO3 overall.

```
101
C30H15Cl52NO3 the ωB97M-V functional and the def2-TZVPD basis
N -2.511 1.541 3.813
C -2.662 2.026 2.424
C -3.435 0.997 1.612
O -4.837 1.072 1.840
C -3.064 1.042 0.113
C -1.874 0.115 -0.045
C -0.573 0.581 0.168
C 0.500 -0.297 0.101
C 0.266 -1.639 -0.178
C -1.027 -2.113 -0.404
C -2.109 -1.230 -0.343
C -1.316 -3.548 -0.668
O -2.454 -3.911 -0.877
C -0.171 -4.501 -0.633
C -0.417 -5.865 -0.794
C 0.650 -6.757 -0.719
C 1.943 -6.279 -0.513
C 2.190 -4.924 -0.349
C 1.125 -4.021 -0.405
C 1.419 -2.577 -0.191
O 2.550 -2.187 0.002
H -3.076 2.082 4.454
H -1.534 1.663 4.050
H -1.660 2.130 2.013
H -3.155 3.000 2.358
H -3.087 0.024 1.971
H -5.064 0.370 2.455
H -2.811 2.053 -0.214
H -3.895 0.691 -0.495
H -0.426 1.621 0.417
H 1.504 0.059 0.293
H -3.119 -1.579 -0.510
H -1.415 -6.248 -0.968
H 0.470 -7.817 -0.847
H 2.782 -6.959 -0.440
H 3.191 -4.541 -0.184
C -3.676 -3.979 -4.661
Cl -3.987 -4.364 -6.358
Cl -2.868 -2.409 -4.549
Cl -5.203 -3.913 -3.780
Cl -2.643 -5.215 -3.951
C 6.386 -2.352 -1.033
Cl 7.397 -2.724 -2.435
Cl 5.381 -0.949 -1.389
Cl 5.358 -3.744 -0.669
Cl 7.415 -2.003 0.360
C 0.697 4.709 -1.155
Cl 1.578 6.168 -0.725
Cl -0.383 4.993 -2.518
Cl 1.863 3.443 -1.574
Cl -0.240 4.194 0.251
C 1.899 5.234 3.360
Cl 2.912 4.939 1.945
Cl 1.027 6.755 3.151
Cl 0.738 3.910 3.562
Cl 2.915 5.327 4.801
C 5.719 1.925 2.961
Cl 6.104 3.647 2.843
Cl 4.978 1.590 4.530
Cl 4.592 1.481 1.675
Cl 7.200 0.977 2.793
C 5.890 6.880 -0.277
Cl 5.121 8.471 -0.360
Cl 4.756 5.644 -0.831
Cl 7.337 6.880 -1.283
Cl 6.339 6.509 1.393
C 0.835 -0.626 5.620
Cl 0.780 1.116 5.313
Cl 0.372 -0.950 7.295
Cl -0.290 -1.440 4.534
Cl 2.477 -1.208 5.337
C 2.264 8.620 -4.083
Cl 3.566 8.372 -2.917
Cl 1.883 7.093 -4.881
Cl 0.834 9.209 -3.238
Cl 2.805 9.788 -5.313
C -2.702 -4.645 3.636
Cl -2.805 -3.238 2.563
Cl -1.814 -5.934 2.821
Cl -1.874 -4.190 5.129
Cl -4.324 -5.203 4.050
C 2.600 -6.091 -4.968
Cl 2.731 -4.385 -5.406
Cl 1.937 -6.225 -3.330
Cl 1.533 -6.915 -6.112
Cl 4.201 -6.837 -5.012
C -8.376 -4.199 2.553
Cl -8.262 -5.361 3.883
Cl -9.538 -2.937 2.973
Cl -6.789 -3.475 2.282
Cl -8.916 -5.035 1.097
C 0.340 13.617 -4.336
Cl 1.322 12.240 -4.851
Cl 0.652 15.003 -5.388
Cl -1.371 13.182 -4.426
Cl 0.751 14.038 -2.670
C -4.465 -7.892 -1.306
Cl -3.736 -6.314 -1.029
Cl -5.511 -7.820 -2.728
Cl -3.185 -9.087 -1.579
Cl -5.421 -8.368 0.104
```

Computed properties:
2S+1: 1
Total charge: 0
Kohn-Sham gap: 8.244 eV

---

Number 1: LUMO energy 4.232 eV. Number 2: LUMO energy 1.037 eV. Number 3: LUMO energy 0.847 eV. Number 4: LUMO energy -1.109 eV.